No. 1
{"formula": "C2H7NO2", "method": "wB97M-V/def2-TZVPD", "e_above_lowest_kcal_mol": 48.0, "total_energy_ev": -7770.043, "lumo_ev": [3.5, 3.4], "homo_lumo_gap_ev": [2.303, 6.320], "spin_multiplicity": 2, "charge": -1, "s2": 0.7536, "species": ["H", "H", "O", "H", "C", "C", "O", "H", "H", "N", "H", "H"], "xyz": [[2.168, 0.115, -0.313], [-1.701, 0.003, 0.370], [0.905, 0.685, 1.191], [2.973, 0.703, 1.144], [-2.365, -0.152, -0.500], [2.115, 0.130, 0.774], [-3.623, -0.345, -0.431], [-0.997, -1.112, -1.880], [0.888, 0.714, 2.149], [-1.616, -0.298, -1.740], [-0.993, 0.489, -1.794], [2.245, -0.932, 1.030]]}



No. 2
{"formula": "C2H3NOS", "method": "wB97M-V/def2-TZVPD", "e_above_lowest_kcal_mol": 58.0, "total_energy_ev": -16492.684, "lumo_ev": 0.1, "homo_lumo_gap_ev": 9.048, "species": ["O", "H", "H", "N", "H", "C", "C", "S"], "xyz": [[0.622, 0.804, -0.051], [2.977, -1.319, 0.010], [2.929, 0.645, -0.084], [1.210, -0.450, 0.069], [-1.017, 1.839, 0.162], [2.472, -0.362, -0.018], [-0.743, 0.789, 0.034], [-1.794, -0.439, -0.016]]}



No. 3
{"formula": "C32H58F12N10O2P2", "method": "wB97M-V/def2-TZVPD", "e_above_lowest_kcal_mol": 54.5, "total_energy_ev": -104299.877, "lumo_ev": -5.4, "homo_lumo_gap_ev": 3.309, "charge": 2, "species": ["H", "H", "O", "H", "H", "C", "N", "H", "H", "H", "C", "N", "C", "F", "F", "C", "H", "C", "H", "F", "H", "C", "N", "H", "N", "C", "H", "F", "N", "F", "H", "H", "H", "H", "H", "H", "H", "F", "F", "C", "H", "H", "H", "H", "H", "H", "H", "H", "H", "C", "C", "C", "O", "H", "H", "H", "C", "F", "N", "C", "H", "H", "N", "H", "C", "N", "C", "F", "H", "H", "P", "H", "H", "H", "C", "C", "F", "C", "C", "C", "H", "H", "N", "C", "H", "H", "H", "H", "C", "H", "P", "C", "C", "C", "H", "C", "N", "H", "C", "C", "H", "H", "H", "H", "H", "F", "H", "C", "F", "H", "H", "H", "C", "C", "H", "C"], "xyz": [[-2.145, 2.643, 1.342], [-0.461, -1.956, 2.502], [2.466, -5.968, -3.023], [-1.454, 5.748, -0.355], [-4.167, 4.974, 1.505], [0.121, -5.077, 3.849], [-0.687, -6.200, 3.653], [1.373, 3.503, -0.400], [1.201, 5.434, 3.211], [3.847, 0.131, 3.310], [-1.856, -4.363, 3.188], [-1.731, 4.072, -3.164], [3.822, -0.925, -1.622], [-4.374, 0.338, -3.527], [-0.412, 0.244, 0.563], [-0.438, -8.094, 5.271], [-0.375, 2.470, -2.605], [-3.877, 2.002, 0.150], [-4.899, 1.808, 0.474], [-1.007, -1.992, 0.441], [5.015, 4.857, 2.908], [-4.282, 4.304, 2.344], [2.963, 4.207, 3.159], [2.590, -1.216, -3.269], [-4.987, 4.711, 3.417], [-2.128, 5.121, -2.396], [0.817, 0.457, 2.457], [-1.404, -0.488, -1.354], [-0.508, -3.962, 3.409], [0.720, 0.074, -1.438], [4.182, 2.471, 3.010], [3.714, 6.168, 2.743], [6.696, -3.930, -6.723], [4.203, 5.457, 4.236], [3.057, 0.167, 1.637], [0.122, -9.024, 5.374], [-2.499, -3.548, 2.889], [-4.699, -1.710, -4.236], [-6.673, -0.449, -3.778], [1.613, 4.439, 3.139], [-5.879, 3.770, 5.129], [4.517, -4.090, -3.808], [3.348, 0.053, -1.535], [-1.422, -8.060, 5.739], [1.275, 0.502, 4.098], [-2.984, 1.197, 2.019], [1.103, -3.626, -4.966], [1.095, -2.602, 3.002], [-4.504, 1.416, 3.592], [5.353, -1.076, -4.305], [-5.226, 3.598, 4.287], [-3.106, 2.161, 1.525], [2.695, -5.664, -5.176], [0.276, -7.441, 5.774], [-3.494, 1.173, -0.446], [1.351, -3.401, -3.365], [1.050, 3.225, 3.169], [-4.046, -1.241, -2.061], [-0.529, 4.064, -1.219], [5.003, -3.207, -4.197], [1.198, -5.032, 3.924], [5.245, -0.006, -4.199], [-3.944, 2.965, 2.439], [0.187, 4.377, 0.686], [6.696, -4.173, -5.660], [1.970, 2.193, 3.149], [-1.924, -5.700, 3.422], [0.274, -2.200, -1.357], [-1.980, 5.130, -5.576], [-0.711, 3.885, -5.750], [-0.107, -0.931, -0.479], [-6.238, 5.890, 4.383], [0.251, -4.738, -3.886], [-5.857, 6.401, 2.635], [-2.312, 3.476, -4.359], [3.417, -1.727, -2.777], [1.233, -1.272, 0.395], [-1.783, 4.062, -5.658], [1.196, -4.225, -4.061], [1.646, 0.747, 3.103], [-3.967, 2.856, -0.521], [2.980, -2.630, -2.351], [4.579, -1.989, -3.685], [4.027, 5.223, 3.186], [-2.064, 2.414, -4.336], [-1.169, -8.115, 3.211], [0.538, -7.812, 3.353], [-0.093, -2.093, 4.238], [2.196, -5.375, -4.059], [-2.910, 5.843, -2.579], [-5.313, -0.878, -2.919], [0.333, 3.636, -0.100], [3.189, 2.878, 3.133], [-4.598, 2.491, 3.542], [7.768, -4.123, -5.469], [-5.494, 6.057, 3.604], [6.090, -3.043, -4.980], [7.169, -1.296, -5.600], [0.037, -2.559, 3.261], [-1.394, 5.139, -1.245], [-2.354, 3.509, -6.405], [-0.115, 2.750, 0.349], [-0.026, 3.165, 3.229], [-4.717, 6.706, 4.008], [4.902, -0.779, -1.590], [-6.139, -2.194, -2.445], [-3.392, 3.579, -4.256], [-0.791, 3.437, -2.364], [-5.870, -0.065, -1.663], [3.514, -1.390, -0.685], [6.283, -5.156, -5.435], [-2.748, -6.394, 3.344], [-0.422, -7.623, 3.834], [2.966, -0.066, 2.698], [2.824, -1.144, 2.775], [6.388, -1.731, -4.994]]}



No. 4
{"formula": "C5H20ClN10O9", "method": "wB97M-V/def2-TZVPD", "e_above_lowest_kcal_mol": 0.0, "total_energy_ev": -51361.611, "lumo_ev": 2.6, "homo_lumo_gap_ev": 9.872, "charge": -1, "species": ["H", "N", "O", "H", "Cl", "C", "N", "H", "N", "H", "N", "N", "N", "O", "N", "C", "O", "O", "H", "H", "H", "O", "O", "H", "C", "N", "H", "H", "H", "H", "H", "N", "N", "O", "H", "H", "C", "O", "H", "H", "H", "O", "H", "C", "H"], "xyz": [[1.688, 4.286, -2.508], [4.327, -1.738, -0.903], [0.213, -0.011, -1.079], [-3.331, 0.625, -0.712], [1.248, 0.636, -0.302], [-2.320, -0.986, 2.569], [-1.150, 2.778, -2.781], [1.211, 2.686, -2.161], [5.471, -0.016, 0.090], [6.309, 0.425, 0.413], [0.934, -3.204, -0.110], [-2.860, 1.323, -0.168], [-1.174, -3.502, 0.732], [-2.798, 2.906, 1.437], [-1.321, -0.355, 1.921], [-0.313, -3.714, -0.322], [0.603, 1.708, 0.407], [2.381, 1.096, -1.057], [-0.779, -3.129, 1.571], [-0.362, -0.645, 1.994], [-1.874, 1.474, -0.308], [1.801, -0.362, 0.622], [-3.511, -0.757, 2.385], [-2.558, -2.406, 4.108], [-0.309, 3.850, -2.907], [-4.823, 2.049, 0.825], [4.384, -2.690, -1.217], [-5.291, 1.304, 0.348], [4.577, 0.399, 0.296], [-2.132, 2.927, -2.903], [-0.858, 1.938, -2.311], [-1.917, -1.883, 3.544], [0.965, 3.595, -2.516], [-0.687, 4.905, -3.402], [-0.948, -2.142, 3.609], [1.054, -2.336, 0.392], [5.538, -1.241, -0.517], [6.599, -1.811, -0.732], [-5.224, 2.609, 1.552], [1.529, -3.453, -0.881], [-1.597, 0.376, 1.287], [-0.667, -4.330, -1.315], [-2.062, -3.964, 0.716], [-3.467, 2.148, 0.751], [3.505, -1.366, -0.456]]}



No. 5
{"formula": "C5H9O4S", "method": "wB97M-V/def2-TZVPD", "total_energy_ev": -24352.346, "lumo_ev": [3.3, 1.1], "homo_lumo_gap_ev": [5.839, 6.552], "spin_multiplicity": 3, "charge": -1, "s2": 2.0092, "species": ["O", "H", "H", "O", "O", "H", "H", "S", "O", "H", "H", "C", "C", "H", "C", "H", "H", "C", "C"], "xyz": [[-1.519, -1.139, -2.013], [-0.417, -1.751, -0.511], [2.110, 1.418, 1.775], [-2.106, -0.141, -4.145], [1.863, -1.325, 3.137], [-0.651, 1.137, 1.116], [0.144, 0.931, -0.439], [-1.706, 0.087, -2.740], [-0.694, 1.090, -2.597], [1.888, 1.963, 0.179], [-3.018, 0.749, -2.296], [0.241, 0.797, 0.598], [-0.038, -1.929, 0.589], [-0.953, -2.167, 1.032], [1.394, 1.828, 1.085], [0.619, -2.770, 0.709], [0.821, 2.720, 1.294], [1.320, -0.900, 2.142], [0.702, -0.599, 1.084]]}



No. 6
{"formula": "C30H91CaN15O6P5", "method": "wB97M-V/def2-TZVPD", "e_above_lowest_kcal_mol": 0.0, "total_energy_ev": -132111.533, "lumo_ev": -2.3, "homo_lumo_gap_ev": 7.648, "charge": 1, "species": ["H", "H", "H", "H", "C", "C", "H", "C", "H", "P", "H", "H", "H", "H", "C", "H", "O", "C", "H", "H", "H", "H", "H", "H", "H", "Ca", "H", "N", "H", "H", "C", "C", "C", "H", "O", "H", "H", "C", "C", "C", "H", "H", "H", "C", "O", "H", "H", "H", "C", "H", "H", "C", "H", "C", "H", "H", "H", "C", "N", "H", "H", "H", "H", "N", "H", "P", "H", "C", "C", "H", "C", "H", "N", "H", "H", "N", "N", "H", "O", "H", "H", "H", "H", "H", "N", "H", "O", "H", "O", "N", "H", "C", "C", "H", "N", "N", "N", "H", "H", "N", "H", "H", "H", "P", "H", "H", "H", "H", "H", "C", "C", "H", "C", "C", "H", "H", "H", "H", "H", "C", "H", "H", "H", "N", "P", "C", "H", "H", "H", "H", "H", "N", "H", "C", "N", "H", "H", "C", "H", "P", "H", "H", "C", "H", "H", "H", "H", "H"], "xyz": [[0.121, -1.076, -2.641], [-0.290, -4.752, 6.395], [2.709, -4.835, 3.779], [-4.921, 2.387, 1.169], [-2.564, 4.700, 1.926], [-0.224, 4.531, -3.799], [-5.531, -1.705, -2.633], [2.772, -1.005, -5.339], [1.424, -1.917, 3.479], [-2.645, -1.995, -1.565], [1.114, 0.310, 0.412], [0.456, 1.157, 4.376], [0.941, -2.592, -2.233], [-3.714, 4.095, 4.427], [-3.366, -4.480, -0.632], [6.426, 0.446, -1.150], [0.432, 0.689, -0.123], [-2.158, 6.665, -1.066], [-2.282, -0.568, 4.350], [1.710, 2.887, 0.527], [4.497, -2.016, -0.344], [2.709, 1.065, -1.687], [-4.755, 0.289, 4.412], [-1.970, -0.693, 2.606], [-0.642, -7.347, 3.998], [-1.357, 1.391, -1.137], [2.235, -1.683, 1.923], [0.970, -4.191, 4.681], [0.343, 3.905, -4.489], [1.991, -0.361, -4.919], [6.397, -0.604, -1.466], [-4.945, -2.531, -3.051], [1.349, -6.411, 2.077], [-1.021, -7.504, 2.239], [-1.333, -3.755, 3.505], [3.694, -0.511, -0.431], [1.193, 7.242, -0.911], [-0.876, -6.811, 3.063], [1.314, -2.017, 2.394], [2.337, -4.681, 4.793], [-2.429, -2.962, 1.414], [0.284, -1.485, -1.010], [1.069, -3.680, 6.726], [-1.021, -3.946, -2.748], [-2.227, 1.868, 0.967], [-1.704, -6.212, 3.457], [-2.693, 6.389, -0.158], [-3.322, -1.496, 0.998], [0.173, 7.588, -1.041], [-3.650, 4.831, 1.809], [-5.317, -3.335, -2.406], [2.039, 3.641, -0.192], [0.050, 2.709, 3.608], [4.045, -1.332, -1.068], [-4.823, 0.670, 1.070], [-3.391, -4.692, -1.693], [2.970, -3.904, 5.224], [1.037, 5.257, 1.320], [0.185, -5.860, 2.768], [1.936, -5.644, 1.577], [2.015, 3.242, -1.201], [-2.169, 5.666, 2.241], [-2.384, 7.682, -1.382], [-3.375, -3.038, -0.465], [3.067, 3.923, 0.053], [0.043, -4.263, 3.296], [-3.525, 1.455, 4.823], [-4.399, 1.298, 4.194], [0.096, -1.957, -1.977], [-1.106, 3.963, -3.500], [4.552, 2.380, -3.460], [-4.212, -2.946, 1.456], [5.053, -0.876, -2.000], [1.453, -3.420, 0.064], [0.031, 8.134, -1.977], [-1.386, 1.192, 3.421], [0.962, -3.400, 2.155], [2.033, 2.030, -3.033], [5.985, -0.156, -4.331], [6.558, -1.156, -0.540], [2.339, -5.627, 5.338], [7.150, -0.786, -2.225], [1.060, -7.146, 1.323], [4.567, -3.116, -4.970], [3.834, 1.098, -3.489], [4.932, 2.566, -4.464], [-2.493, -0.592, -1.085], [1.605, 6.429, -3.532], [-1.142, 3.783, -0.999], [-3.958, 1.468, 2.808], [3.341, -0.254, -5.893], [-0.003, 1.624, 3.504], [-3.331, -2.580, 0.924], [-0.340, -3.097, 5.772], [0.625, 4.816, -2.639], [-0.717, 6.429, -0.956], [-2.320, 3.655, 2.911], [1.990, -6.927, 2.797], [-5.219, -2.833, -4.057], [-3.528, -2.169, -2.967], [5.357, 2.330, -2.725], [-3.051, -2.424, -5.004], [0.631, 1.378, 2.647], [4.740, -0.320, -3.572], [0.354, 4.630, 1.899], [-2.158, 4.968, 4.491], [-2.567, 6.063, -1.884], [1.944, 0.245, -3.053], [2.039, 5.227, 1.747], [0.316, -3.941, 5.984], [-2.633, 4.005, 4.301], [-0.059, 8.312, -0.257], [-2.981, -1.661, -4.225], [0.636, -3.654, 0.748], [2.403, -1.880, -5.855], [-5.175, 2.025, 4.437], [-0.197, -2.992, 0.489], [-1.956, -1.325, -4.096], [-1.989, -4.366, -3.001], [-4.997, 1.486, 1.782], [3.058, -3.524, -4.229], [-0.408, -4.630, -2.162], [4.408, -3.046, -3.174], [1.158, 4.806, -0.062], [-2.438, 2.045, 2.431], [3.916, -2.855, -4.127], [-5.988, 1.338, 2.199], [0.670, 6.281, 1.407], [-2.123, 4.350, 0.995], [-0.691, -0.764, 3.747], [-2.469, -4.964, -0.224], [-1.161, -2.657, -2.068], [-4.195, -4.889, -0.053], [2.545, 1.104, -2.765], [3.619, -1.426, -4.190], [-2.225, 3.279, 4.999], [0.486, -1.358, 2.106], [1.862, 5.512, -3.002], [-0.571, -3.772, -3.732], [-0.135, 4.887, -1.131], [3.239, -1.813, -1.609], [0.385, -4.696, 0.561], [-1.627, -0.248, 3.538], [2.509, 5.702, -2.148], [3.883, 3.202, -3.211], [-3.650, -0.859, -4.556], [-0.579, 5.461, -4.249], [2.434, 4.810, -3.614]]}



No. 7
{"formula": "C2H8N4O", "method": "wB97M-V/def2-TZVPD", "e_above_lowest_kcal_mol": 143.3, "total_energy_ev": -10206.398, "lumo_ev": [-0.2, -1.2], "homo_lumo_gap_ev": [8.318, 7.085], "species": ["H", "H", "H", "H", "N", "O", "C", "N", "H", "H", "C", "H", "H", "N", "N"], "xyz": [[-0.293, -1.350, 1.719], [-1.095, -2.083, 0.313], [-1.137, 1.092, -1.525], [-1.516, -0.524, -1.657], [1.627, -1.243, -0.121], [-0.211, 1.086, 0.752], [-1.010, -1.178, 0.919], [-1.437, 0.263, -1.025], [2.605, -1.184, -0.461], [-1.978, -0.946, 1.363], [-0.566, 0.012, 0.080], [1.353, 2.290, 0.892], [1.151, 2.353, -0.707], [1.556, 1.777, 0.035], [0.952, -0.365, -0.578]]}



No. 8
{"formula": "C4H6N2O", "method": "wB97M-V/def2-TZVPD", "e_above_lowest_kcal_mol": 121.2, "total_energy_ev": -9268.246, "lumo_ev": 0.6, "homo_lumo_gap_ev": 8.768, "species": ["H", "O", "H", "H", "H", "C", "C", "C", "H", "N", "H", "N", "C"], "xyz": [[-3.377, -0.239, 0.191], [0.836, -1.144, 0.083], [-2.304, 0.647, -1.254], [2.267, 1.741, -0.326], [0.118, 1.046, 1.597], [1.675, 0.900, -0.162], [0.205, 0.984, 0.265], [-0.268, -0.331, 0.034], [2.804, -0.951, -0.154], [-2.377, 0.346, -0.053], [-0.392, 1.823, -0.261], [-1.497, -0.645, -0.014], [1.940, -0.356, -0.136]]}